Entry 1:
One molecule with the formula C5H8ClNO at a distorted geometry, computed with ωB97M-V/def2-TZVPD.

Computed properties:
SMILES ... CCN(C=O)/C=C\Cl
Spin multiplicity ... 1
LUMO energy ... 0.793 eV
Kohn-Sham gap ... 9.5 eV
Highest occupied orbital energy ... -8.8 eV
E_tot ... -785.42282 a.u.

Element x y z (Å)
C (1.5011, -1.3914, 1.1645)
C (0.1306, -0.7352, 1.1202)
N (-0.2935, -0.8264, -0.3015)
C (-1.3507, -1.7900, -0.3783)
O (-2.2034, -1.7772, -1.2650)
C (-0.4780, 0.3861, -1.0555)
C (-0.0191, 1.7078, -0.8321)
Cl (1.1112, 2.1152, 0.4463)
H (1.5776, -1.4128, 2.3905)
H (2.3332, -0.7988, 0.8746)
H (1.4886, -2.4299, 0.8214)
H (-0.7283, -1.1336, 1.7712)
H (0.1327, 0.3896, 1.3739)
H (-1.3591, -2.2618, 0.5847)
H (-1.1390, 0.1542, -1.8000)
H (-0.2172, 2.4719, -1.4856)

Entry 2:
C6H10O as an isolated structure, computed with ωB97M-V/def2-TZVPD.

Computed properties:
Spin multiplicity ... 1
LUMO energy ... 0.961 eV
Kohn-Sham gap ... 10.3 eV
Highest occupied orbital energy ... -9.4 eV
E_tot ... -309.78821 a.u.

Element x y z (Å)
C (1.5760, -1.0234, 0.0077)
C (0.4109, -0.0412, -0.1108)
C (-0.6289, 0.2385, -1.2714)
C (-1.5497, 0.4125, -0.0400)
C (-0.7704, -0.6961, 0.6210)
O (-1.0280, 1.5879, 0.5981)
C (0.3945, 1.3716, 0.5101)
H (2.4976, -0.5800, 0.3842)
H (1.7551, -1.5922, -0.9070)
H (1.2745, -1.7722, 0.7588)
H (-0.5396, 1.1394, -1.8916)
H (-0.8369, -0.6349, -1.8938)
H (-2.6345, 0.4341, -0.0559)
H (-0.9336, -1.6914, 0.1942)
H (-0.6795, -0.7475, 1.7092)
H (0.8214, 2.1769, -0.1089)
H (0.8710, 1.4179, 1.4961)

Entry 3:
A 2-piece molecular cluster, C4H12 overall at a distorted geometry, computed with ωB97M-V/def2-TZVPD.

Computed properties:
SMILES ... CC.CC
Spin multiplicity ... 1
LUMO energy ... 1.121 eV
Kohn-Sham gap ... 12.5 eV
Highest occupied orbital energy ... -11.4 eV
E_tot ... -159.54615 a.u.

Element x y z (Å)
C (0.6916, 1.3848, -1.5819)
C (-0.6524, 2.1303, -1.4508)
H (1.4091, 2.2284, -1.6366)
H (0.9398, 0.7742, -0.7176)
H (0.9797, 0.9803, -2.5810)
H (-1.4367, 1.4858, -1.8704)
H (-0.9172, 2.1610, -0.3624)
H (-0.6503, 3.2053, -1.5829)
C (0.5657, -1.7409, 1.0512)
C (-0.6730, -1.7915, 1.9633)
H (0.3862, -2.4926, 0.2942)
H (0.8699, -0.8484, 0.4573)
H (1.4806, -1.9510, 1.6407)
H (-1.3279, -2.5131, 1.4703)
H (-1.2691, -0.8286, 1.9643)
H (-0.3961, -2.1840, 2.9425)

Entry 4:
A 8-piece molecular cluster, C3H20O8S2 overall at a distorted geometry, computed with ωB97M-V/def2-TZVPD.

Computed properties:
SMILES ... O=CCCSS.O.O.O.O.O.O.O
Spin multiplicity ... 1
LUMO energy ... 0.186 eV
Kohn-Sham gap ... 9.3 eV
Highest occupied orbital energy ... -9.1 eV
E_tot ... -1524.47517 a.u.

Element x y z (Å)
O (0.5345, -1.4157, -0.5059)
C (0.0503, -0.4396, 0.0265)
C (0.6981, 0.2360, 1.3122)
C (-0.3916, 0.8614, 2.0772)
S (-1.0373, 2.4203, 1.2545)
S (-3.0465, 2.4578, 1.7008)
H (-0.8117, -0.0174, -0.4118)
H (1.3293, -0.6134, 1.7798)
H (1.6528, 0.8016, 1.0105)
H (-1.3344, 0.2040, 2.1095)
H (-0.0683, 1.3744, 2.9886)
H (-3.7133, 1.8088, 0.8434)
O (0.4541, 2.1707, -1.3619)
H (1.3128, 1.9438, -1.7199)
H (0.8311, 2.8045, -0.8229)
O (1.8453, -3.1905, 1.1100)
H (1.7092, -2.4863, 1.7012)
H (1.1894, -3.1613, 0.4194)
O (-1.3699, 1.6932, -3.4091)
H (-1.1462, 0.7337, -3.0931)
H (-0.4937, 2.2139, -3.3145)
O (-0.7410, -2.5686, 2.0685)
H (-0.4644, -3.4727, 2.1764)
H (-1.5989, -2.4071, 1.9585)
O (1.5547, 0.0401, -2.6106)
H (0.5919, 0.0846, -2.5943)
H (1.9839, -0.6233, -2.0129)
O (-3.4684, 0.4390, -1.6173)
H (-3.2956, 1.4082, -1.8493)
H (-3.4741, -0.1264, -2.5564)
O (3.6891, -0.6840, 1.2470)
H (3.3060, -0.9019, 0.4680)
H (3.7229, -1.5880, 1.6278)

Entry 5:
A 2-piece molecular cluster, C3H8N2O overall at a distorted geometry, computed with ωB97M-V/def2-TZVPD.

Computed properties:
Spin multiplicity ... 1
LUMO energy ... 0.987 eV
Kohn-Sham gap ... 9.0 eV
Highest occupied orbital energy ... -8.0 eV
E_tot ... -303.74051 a.u.

Element x y z (Å)
C (-1.1337, -0.9942, 0.2737)
C (1.2990, -0.6683, -0.4153)
N (-0.1730, 0.1108, 0.1665)
C (1.1008, 1.2160, 1.4314)
N (-0.7333, 1.0802, -0.7186)
O (0.8595, 2.3091, 1.2358)
H (-0.0819, 1.8669, -0.7377)
H (-1.6054, 1.4484, -0.3373)
H (-1.3169, -1.4407, -0.7093)
H (-2.1326, -0.6789, 0.5907)
H (-0.7553, -1.7950, 0.9089)
H (1.5116, -1.5636, 0.1630)
H (1.0075, -0.8918, -1.4406)
H (2.1537, 0.0011, -0.4111)

Entry 6:
C36H74B3F3N2O18 as an isolated structure at a distorted geometry, computed with ωB97M-V/def2-TZVPD.

Computed properties:
Spin multiplicity ... 1
LUMO energy ... 0.366 eV
Kohn-Sham gap ... 9.3 eV
Highest occupied orbital energy ... -8.9 eV
E_tot ... -3254.08904 a.u.

Element x y z (Å)
C (-3.4948, 0.6728, 2.2730)
C (-3.4635, -0.7947, 2.6896)
O (-3.7100, -1.6345, 1.9106)
N (-3.0616, -1.0466, 4.0649)
B (-1.6039, -1.2302, 4.1547)
O (-0.9209, -2.4180, 3.9887)
B (-0.3095, -2.3097, 2.7234)
C (-0.2414, -3.6299, 1.8472)
C (1.0218, -4.4639, 2.2114)
C (1.0037, -4.8952, 3.6340)
F (0.0954, -5.8017, 3.9961)
C (1.7951, -4.4013, 4.5718)
F (1.2800, -4.0017, 5.7055)
F (3.0722, -4.2641, 4.4720)
O (0.1474, -1.0649, 2.3298)
B (0.1468, -0.1019, 3.3552)
C (1.2870, 1.0017, 3.2996)
C (1.7392, 1.3976, 4.7068)
O (1.0789, 2.1612, 5.3164)
N (2.9281, 0.8485, 5.2204)
C (2.9393, -0.6164, 4.9903)
C (2.8910, 1.0241, 6.6993)
O (-0.8119, -0.0911, 4.3506)
C (-3.8409, -2.0886, 4.6630)
C (-3.2714, -3.0965, 5.6398)
O (-4.9939, -2.1376, 4.4179)
H (-3.8746, 1.2773, 3.1005)
H (-4.0894, 0.8126, 1.3733)
H (-2.4539, 0.9687, 2.0842)
H (-0.2597, -3.3415, 0.7922)
H (-1.1484, -4.1892, 2.1020)
H (1.0554, -5.3093, 1.5141)
H (1.8877, -3.8102, 2.0584)
H (0.8417, 1.9109, 2.8780)
H (2.1237, 0.6636, 2.6794)
H (2.9578, -0.8815, 3.9301)
H (3.7921, -1.0897, 5.4807)
H (2.0430, -1.0398, 5.4818)
H (1.9464, 0.6517, 7.1145)
H (3.0782, 2.0621, 6.9628)
H (3.6827, 0.3887, 7.1088)
H (-4.0821, -3.5188, 6.2278)
H (-2.8776, -3.9309, 5.0425)
H (-2.4369, -2.7350, 6.2487)
C (2.7410, -0.3477, -3.8770)
O (3.5618, 0.2268, -2.8851)
C (2.7910, 0.8772, -1.8873)
C (3.6497, 1.2214, -0.6886)
O (3.8278, 0.1255, 0.2022)
C (4.7455, -0.8765, -0.2201)
C (6.1954, -0.4656, -0.0633)
O (6.6019, 0.3409, -1.1565)
C (7.8313, 0.9850, -0.9063)
H (2.1258, 0.4196, -4.3617)
H (3.3830, -0.8079, -4.6263)
H (2.0956, -1.1201, -3.4445)
H (1.9637, 0.2294, -1.5722)
H (2.3835, 1.8008, -2.3214)
H (3.1200, 1.9793, -0.1060)
H (4.6074, 1.6509, -0.9867)
H (4.5292, -1.2071, -1.2375)
H (4.5660, -1.7256, 0.4445)
H (6.8278, -1.3642, -0.0485)
H (6.3219, 0.0833, 0.8778)
H (7.7428, 1.6704, -0.0557)
H (8.0936, 1.5628, -1.7910)
H (8.6243, 0.2534, -0.7133)
C (-4.4144, -2.3650, -5.5206)
O (-3.9560, -1.1551, -4.9576)
C (-3.3749, -1.3533, -3.6791)
C (-2.6352, -0.1084, -3.2358)
O (-1.3261, -0.0049, -3.7862)
C (-1.2519, 0.3933, -5.1510)
C (-1.4938, 1.8756, -5.3510)
O (-2.8846, 2.1526, -5.3652)
C (-3.1472, 3.5330, -5.2479)
H (-5.1687, -2.8303, -4.8757)
H (-4.8692, -2.1425, -6.4843)
H (-3.5798, -3.0572, -5.6794)
H (-2.6814, -2.2029, -3.7100)
H (-4.1828, -1.5697, -2.9668)
H (-2.4854, -0.1769, -2.1555)
H (-3.2183, 0.7938, -3.4281)
H (-1.9103, -0.2110, -5.7774)
H (-0.2246, 0.1770, -5.4548)
H (-1.0755, 2.1844, -6.3191)
H (-1.0054, 2.4396, -4.5468)
H (-2.7838, 3.9156, -4.2871)
H (-4.2258, 3.6745, -5.2914)
H (-2.6835, 4.0910, -6.0695)
C (-7.0134, -1.2785, -12.4973)
O (-7.6068, -2.2652, -11.6840)
C (-6.6565, -3.2104, -11.2194)
C (-7.2552, -4.0702, -10.1253)
O (-7.2263, -3.4521, -8.8440)
C (-8.1951, -2.4296, -8.6294)
C (-9.5865, -2.9768, -8.3852)
O (-10.2168, -3.2945, -9.6160)
C (-11.3760, -4.0748, -9.4270)
H (-6.5345, -1.7313, -13.3733)
H (-7.7980, -0.6049, -12.8372)
H (-6.2754, -0.7002, -11.9299)
H (-5.7686, -2.6921, -10.8365)
H (-6.3679, -3.8479, -12.0667)
H (-6.6329, -4.9626, -10.0246)
H (-8.2623, -4.4026, -10.3823)
H (-8.1847, -1.6973, -9.4383)
H (-7.8721, -1.9150, -7.7212)
H (-10.1933, -2.2131, -7.8795)
H (-9.5243, -3.8701, -7.7522)
H (-11.1231, -5.0393, -8.9718)
H (-11.8199, -4.2587, -10.4040)
H (-12.1048, -3.5478, -8.8006)
C (8.6233, 3.7109, 10.8428)
O (8.0824, 4.2873, 9.6759)
C (7.7028, 3.3040, 8.7264)
C (6.8644, 3.9234, 7.6272)
O (5.4943, 4.0721, 7.9795)
C (5.1941, 5.1423, 8.8682)
C (5.2098, 6.5004, 8.1972)
O (6.5392, 6.9859, 8.0922)
C (6.6283, 8.0888, 7.2184)
H (9.5107, 3.1119, 10.6069)
H (8.9143, 4.5171, 11.5137)
H (7.8785, 3.0853, 11.3478)
H (7.1328, 2.5069, 9.2198)
H (8.6183, 2.8799, 8.2909)
H (6.8663, 3.2352, 6.7784)
H (7.2895, 4.8674, 7.2821)
H (5.8416, 5.1207, 9.7465)
H (4.1741, 4.9509, 9.2097)
H (4.6340, 7.2120, 8.8047)
H (4.7571, 6.4231, 7.2015)
H (6.3421, 7.8001, 6.2005)
H (7.6641, 8.4240, 7.2052)
H (5.9937, 8.9135, 7.5629)